{"formula": "C2H2NO3S", "method": "wB97M-V/def2-TZVPD", "charge": -1, "lumo_energy_ev": 3.57, "smiles": "O=[N+]([O-])CC([O-])=S", "fmax_ev_per_a": 3.65, "e_homo_ev": -3.8, "gap_ev": 7.4, "elements": ["O", "N", "O", "C", "C", "O", "S", "H", "H"], "positions_angstrom": [[1.52983, -0.99329, 0.96914], [1.24408, -0.30940, -0.02886], [1.94710, -0.37397, -1.05115], [0.15021, 0.60110, 0.04686], [-1.21647, -0.39275, -0.05141], [-1.06413, -1.56514, 0.03178], [-2.75827, 0.41926, -0.13180], [0.15756, 1.23241, 0.92796], [0.01008, 1.38177, -0.71251]], "forces_ev_per_angstrom": [[-1.039, 1.129, -1.118], [3.554, -0.711, 0.468], [-1.265, 0.200, 0.469], [-3.004, 0.217, -0.381], [-0.977, 2.376, 0.736], [0.883, -1.626, -0.180], [1.001, 0.280, -0.135], [0.053, -0.885, 0.758], [0.794, -0.979, -0.617]]}


{"formula": "C4H8N2O", "method": "wB97M-V/def2-TZVPD", "charge": 0, "lumo_energy_ev": 0.81, "smiles": "[H]/N=C(/C=N\\C)OC", "fmax_ev_per_a": 5.44, "e_homo_ev": -9.1, "gap_ev": 9.9, "elements": ["H", "N", "C", "C", "N", "C", "O", "C", "H", "H", "H", "H", "H", "H", "H"], "positions_angstrom": [[1.69754, -0.30741, 2.28528], [1.72112, 0.05968, 1.34067], [0.99284, -0.41621, 0.47325], [0.52440, 0.14078, -0.83257], [0.16461, 1.33842, -1.06071], [-0.27231, 2.22892, -0.02900], [-0.30276, -1.18863, 0.67249], [-0.89348, -2.04390, -0.27338], [0.78452, -0.46854, -1.69092], [-1.36348, 2.19361, 0.02889], [0.00442, 3.24027, -0.32999], [0.14782, 2.02733, 0.96363], [-0.15949, -2.65635, -0.81350], [-1.58276, -2.69509, 0.26543], [-1.46300, -1.45288, -0.99959]], "forces_ev_per_angstrom": [[-0.316, -0.287, -0.041], [0.918, -0.306, 0.155], [-5.365, -0.110, -0.920], [3.407, 1.942, -0.973], [-1.068, -1.459, -0.429], [0.507, 0.455, 0.528], [2.232, 0.124, 2.544], [0.116, -0.063, -0.724], [-0.324, -0.150, -0.240], [0.079, -0.042, -0.065], [-0.066, 0.015, 0.119], [-0.078, 0.007, -0.041], [-0.135, 0.034, 0.136], [0.115, 0.024, -0.007], [-0.023, -0.183, -0.042]]}